Density functional theory data (ωB97M-V with the def2-TZVPD basis set) for C47H52N9O11S2Sr as an isolated structure at a distorted geometry.

Calculated values
total charge = -1
total energy = -108022.8442 eV
frontier orbital gap (spin up / spin down) = 4.1 / 5.0 eV
2S+1 = 1
HOMO energy (spin up / spin down) = -3.711 / -3.089 eV

Cartesian coordinates (Å):
Sr  1.118  -0.485  -0.255
S  -1.230  -3.266  -0.996
S  3.009  -0.162  3.114
O  0.327  -0.641  3.330
O  -2.587  1.861  -4.918
O  -0.023  0.728  -1.643
O  -2.460  -2.874  -0.269
O  -4.766  1.397  -4.801
O  2.562  0.880  3.989
O  3.408  -0.218  -0.485
O  -2.394  -1.467  6.675
O  1.019  -2.380  1.211
O  -0.726  1.614  -3.567
O  2.949  -1.553  3.507
N  -0.106  0.404  2.775
N  -2.724  0.162  -0.952
N  -1.461  3.143  0.392
N  -4.487  0.345  -2.250
N  -4.245  -1.749  5.413
N  1.301  3.079  0.165
N  1.386  -1.731  -2.262
N  2.500  -0.008  1.565
N  -1.972  -0.888  2.048
C  -1.535  -5.031  -1.382
C  4.875  -0.021  1.383
C  -2.406  -9.163  -2.175
C  -3.059  -6.882  -1.333
C  -2.169  -1.432  3.201
C  -2.958  -1.317  5.604
C  -0.916  1.052  -2.459
C  -2.858  5.522  0.050
C  -0.850  -7.178  -2.201
C  0.664  4.265  0.167
C  -2.103  -7.711  -1.910
C  -1.319  0.325  1.990
C  3.529  -2.465  -3.062
C  -1.498  -2.754  -2.729
C  -2.272  -0.685  4.432
C  4.756  0.085  2.750
C  -5.097  -1.385  4.288
C  1.359  5.493  0.093
C  -0.705  6.748  -0.003
C  7.235  0.128  1.569
C  5.863  0.215  3.561
C  -4.875  -0.665  0.009
C  3.526  -0.108  0.739
C  -4.019  -0.057  -1.044
C  -3.526  4.334  0.185
C  -0.561  -5.848  -1.937
C  -2.775  -5.551  -1.063
C  -3.649  1.390  -4.314
C  1.621  -2.191  -4.671
C  2.613  3.078  0.091
C  -1.183  1.175  3.341
C  -0.788  4.293  0.217
C  -2.774  3.169  0.388
C  2.690  -0.169  -3.667
C  7.112  0.249  2.951
C  -3.433  0.844  -2.964
C  -1.934  0.627  4.443
C  -2.341  0.717  -2.139
C  -1.453  5.534  0.086
C  -4.876  -2.446  6.525
C  2.763  5.452  0.058
C  -5.526  -2.568  3.423
C  -4.515  -3.929  6.567
C  0.643  6.728  0.028
C  2.261  -1.632  -3.368
C  6.112  -0.008  0.764
C  3.396  4.240  0.052
H  -5.405  0.101  0.585
H  -2.030  -9.478  -3.149
H  0.753  -1.584  -4.935
H  3.970  -2.103  -2.132
H  -2.225  1.272  5.261
H  4.474  4.166  0.013
H  -1.938  -9.793  -1.416
H  3.257  -0.117  -4.603
H  -4.743  -4.415  5.619
H  1.802  0.459  -3.745
H  5.753  0.291  4.635
H  0.420  -5.442  -2.157
H  -1.334  0.852  1.040
H  -3.481  -9.343  -2.145
H  3.305  0.199  -2.850
H  -2.463  -2.479  3.197
H  -1.123  -1.740  -2.813
H  -5.422  0.296  -2.620
H  -4.215  -1.226  0.662
H  -6.139  -3.271  3.989
H  4.250  -2.359  -3.877
H  -3.263  2.214  0.553
H  -4.655  -3.093  3.032
H  2.336  -2.167  -5.503
H  7.998  0.365  3.562
H  0.541  -1.909  1.924
H  -5.991  -0.891  4.684
H  -3.499  -4.892  -0.598
H  -1.744  1.756  -4.321
H  -1.248  7.681  -0.089
H  3.092  2.111  0.048
H  1.214  7.648  -0.020
H  -2.569  -2.813  -2.932
H  -3.394  6.454  -0.086
H  8.222  0.139  1.123
H  6.194  -0.109  -0.311
H  -1.059  2.245  3.243
H  -4.540  -1.976  7.450
H  -4.036  -7.285  -1.090
H  -5.077  -4.430  7.357
H  -5.609  -1.337  -0.437
H  -0.090  -7.816  -2.638
H  -4.605  4.287  0.142
H  3.322  6.380  0.026
H  1.301  -3.224  -4.514
H  -5.956  -2.319  6.435
H  -6.112  -2.206  2.578
H  -0.927  -3.408  -3.381
H  -3.450  -4.039  6.768
H  -4.571  -0.663  3.669
H  1.893  -2.414  1.632
H  3.266  -3.518  -2.944

=====

Density functional theory data (ωB97M-V with the def2-TZVPD basis set) for a 2-piece molecular cluster, C19H24N2O5 overall at a distorted geometry.

Calculated values
SMILES = COc1ccc(C=C2C(=O)OC(C)(C)OC2=O)cc1.C=NN1CCCC1
total energy = -33308.0555 eV
frontier orbital gap = 7.7 eV
2S+1 = 1
energy above the lowest of the compared OMol25 structures with the same formula, charge and spin = 4.175 eV
HOMO energy = -8.144 eV

Cartesian coordinates (Å):
O  -2.898  0.187  -0.729
O  -1.186  1.503  -0.199
O  -0.652  -3.084  -0.349
O  -2.636  -2.153  -0.765
O  3.720  4.046  -1.412
N  2.126  -0.949  2.176
N  0.815  -1.183  1.999
C  -0.637  -0.748  -0.779
C  3.424  1.953  -0.381
C  2.996  -1.718  2.716
C  1.499  0.548  -0.895
C  -1.161  -2.241  2.794
C  -3.327  -1.034  -1.376
C  -3.074  -0.978  -2.868
C  2.687  0.816  -0.179
C  -4.808  -1.204  -1.046
C  3.306  5.124  -2.278
C  -1.382  -0.723  2.824
C  1.142  1.456  -1.924
C  -1.552  0.410  -0.593
C  3.016  2.886  -1.365
C  -1.271  -2.077  -0.647
C  -0.053  -0.067  2.489
C  0.322  -2.466  2.548
C  0.713  -0.627  -0.562
C  1.902  2.585  -2.190
H  1.627  3.246  -3.014
H  -1.733  -2.708  1.984
H  0.417  0.382  3.380
H  2.757  -2.609  3.324
H  2.293  5.476  -2.031
H  2.993  0.116  0.592
H  -2.155  -0.416  2.109
H  -2.011  -0.860  -3.098
H  0.844  -2.698  3.486
H  -5.177  -2.130  -1.493
H  -3.638  -0.138  -3.288
H  -0.134  0.726  1.740
H  -5.373  -0.358  -1.448
H  -1.681  -0.384  3.820
H  3.359  4.830  -3.336
H  0.521  -3.272  1.834
H  -3.449  -1.902  -3.322
H  4.311  2.166  0.209
H  -4.944  -1.246  0.039
H  4.044  -1.399  2.630
H  4.037  5.907  -2.068
H  0.260  1.246  -2.527
H  -1.441  -2.701  3.746
H  1.243  -1.532  -0.278

=====

Density functional theory data (ωB97M-V with the def2-TZVPD basis set) for a 4-piece molecular cluster, C2H11NO3 overall at a distorted geometry.

Calculated values
total energy = -9876.9133 eV
frontier orbital gap = 4.7 eV
2S+1 = 1
energy above the lowest of the compared OMol25 structures with the same formula, charge and spin = 8.287 eV
HOMO energy = -9.523 eV

Cartesian coordinates (Å):
O  0.743  -1.533  -1.219
O  0.075  1.055  -2.161
O  -0.203  -1.861  1.174
N  -0.177  1.202  0.368
C  -1.244  0.387  0.760
C  1.185  0.715  0.494
H  -0.433  1.602  -2.778
H  0.420  -0.742  -1.690
H  -0.987  -0.024  1.737
H  1.477  -0.145  -0.127
H  -2.192  0.925  0.883
H  -0.305  1.360  -0.674
H  -0.178  -2.820  1.316
H  -1.523  -0.474  0.112
H  1.167  0.404  1.563
H  1.884  1.548  0.575
H  0.292  -1.598  -0.332